Entry 1:
75
Properties=species:S:1:pos:R:3:forces:R:3 method="wB97M-V/def2-TZVPD" orbital_gap_ev="6.74 / 7.03" homo_energy_ev="-7.07 / -7.37" multiplicity=5 total_charge=0 fmax_ha_per_bohr=0.0096
Mn 0.13697 -0.12863 0.12848 -0.197 0.179 -0.414
S 6.03094 -4.60913 3.21053 0.084 -0.001 -0.054
O -1.23747 0.66513 -1.26442 0.141 -0.132 0.188
O -0.32261 2.70331 -1.22925 -0.023 0.025 0.023
N -0.10573 -2.04065 -0.35928 0.089 0.085 0.022
N 1.13683 1.27184 1.11620 0.099 -0.035 0.015
N 1.88824 -1.52180 1.87853 0.034 -0.035 0.094
N -1.22467 -0.66934 1.44935 -0.218 -0.024 0.097
N 1.63170 0.16917 -1.09805 -0.034 -0.028 0.034
N 4.87245 -3.56714 5.32368 -0.006 0.035 -0.034
C -0.95282 -5.14265 1.47588 -0.024 -0.003 0.024
C 0.86047 1.64803 2.49361 -0.010 0.031 -0.036
C -0.61939 -2.77810 0.60027 -0.016 -0.081 0.030
C -2.30489 -2.54284 2.49710 -0.043 -0.083 0.033
C 4.14893 -2.28981 2.05085 0.021 -0.023 -0.015
C 2.41671 1.21526 -0.84065 0.008 0.031 0.100
C -2.18499 0.21373 2.11724 0.043 0.001 -0.001
C 4.53893 3.62853 -0.72519 0.011 0.000 -0.009
C 4.36310 2.63701 -1.66485 -0.007 -0.019 0.011
C -1.39632 -1.98256 1.58020 0.096 0.042 -0.062
C -1.93442 -5.03508 2.45518 0.037 -0.047 -0.024
C 0.00141 2.91734 2.61754 0.014 -0.021 0.019
C 3.13367 -1.59985 1.41063 0.013 0.004 -0.018
C -0.39836 -4.17632 0.66668 -0.014 0.037 -0.007
C 1.79572 -0.55233 -2.34918 -0.021 -0.029 0.017
C -1.05775 1.85348 -1.73194 0.068 -0.011 -0.067
C 0.71065 -1.58985 -2.59799 0.000 -0.015 0.014
C 0.58014 -2.62788 -1.49167 -0.001 0.041 0.015
C 3.87124 -2.91875 3.25671 -0.040 0.094 0.023
C -2.53607 -3.86300 2.86555 -0.005 0.085 -0.002
C 2.57730 -2.82852 3.75814 -0.021 -0.001 -0.005
C 3.82484 3.75001 0.46155 -0.006 -0.014 0.018
C 2.80546 2.98230 0.97781 0.023 0.023 -0.023
C 3.46172 1.57997 -1.70280 0.022 0.033 -0.031
C -1.47131 2.60552 2.84635 0.003 -0.030 0.009
C -2.09087 1.70658 1.76583 -0.014 -0.015 -0.011
C -1.82828 2.15349 -3.00593 -0.023 0.017 0.032
C 4.93087 -3.67256 3.98543 -0.106 -0.103 0.088
C 2.11275 1.86306 0.45401 -0.018 -0.048 -0.061
C 1.62383 -2.12987 3.03063 0.087 -0.042 0.022
H 0.10806 3.49635 1.69704 -0.012 0.013 0.007
H 5.30596 4.36715 -0.91819 0.001 -0.001 0.001
H 1.79451 0.15475 -3.18632 -0.018 -0.004 -0.002
H -1.66932 3.18292 -3.31601 -0.003 0.000 0.000
H -2.25610 -5.95187 2.93195 -0.003 0.006 0.007
H -1.58906 2.12897 3.82681 -0.022 0.021 0.004
H 4.11262 4.58687 1.09006 -0.004 -0.001 0.003
H 5.03495 2.67644 -2.51626 -0.001 -0.003 -0.002
H 0.34694 0.80496 2.96082 0.006 -0.003 -0.007
H -0.57720 -6.14595 1.30194 0.006 0.004 -0.007
H 2.77332 -1.05753 -2.35871 0.009 0.015 -0.002
H 3.31939 -1.08274 0.47510 0.007 -0.003 0.002
H -2.91183 -1.83144 3.03616 0.006 0.005 -0.009
H -3.30197 -3.97736 3.62623 0.002 -0.003 0.001
H -0.25476 -1.09390 -2.71857 0.003 0.000 -0.016
H 1.80594 1.75922 3.03319 0.011 0.000 0.003
H 5.55232 -4.06375 5.87459 0.000 0.016 0.003
H 0.00745 -3.48398 -1.86183 -0.005 0.002 -0.011
H -2.02478 3.54516 2.90106 0.011 0.015 -0.032
H 0.95022 -2.09523 -3.53593 0.003 -0.001 0.000
H -1.56783 1.84593 0.81884 0.000 0.013 -0.015
H 1.57377 -3.00073 -1.19941 -0.002 -0.014 -0.001
H -1.50036 1.47576 -3.79639 0.001 -0.001 0.012
H 4.26289 -2.90488 5.77278 0.027 -0.006 -0.011
H 0.60227 -2.06442 3.38939 -0.011 -0.004 -0.003
H 0.33213 -4.54357 -0.04142 -0.006 -0.005 0.006
H -2.89024 1.96873 -2.84319 -0.006 -0.002 -0.011
H -3.18472 -0.14083 1.84572 -0.005 0.005 0.010
H -3.10986 2.04833 1.57828 -0.008 -0.012 0.012
H 2.43357 3.33672 1.92723 -0.012 -0.004 0.014
H 2.29621 -3.32739 4.67681 -0.025 0.009 -0.009
H 3.58006 0.94339 -2.56718 -0.001 0.019 0.011
H 0.37209 3.53807 3.43857 0.008 -0.006 -0.002
H 5.14234 -2.34817 1.62858 -0.009 0.014 -0.017
H -2.10372 0.10076 3.20637 0.010 -0.006 0.007



Entry 2:
84
Properties=species:S:1:pos:R:3:forces:R:3 method="wB97M-V/def2-TZVPD" orbital_gap_ev="4.55 / 6.88" homo_energy_ev="-5.49 / -7.50" multiplicity=3 relative_energy_kcal_mol=0.0 total_charge=0 fmax_ha_per_bohr=0.0309
Ti 0.55191 -0.31979 0.74060 -0.644 0.840 0.076
S -2.64785 -2.52075 -1.40222 -0.019 0.167 -0.034
O -0.83516 0.72870 1.33997 0.004 0.123 -0.213
O 1.67174 1.07757 0.54030 0.859 0.849 0.331
N -0.68478 -0.01104 -3.25405 0.152 -0.571 -0.292
N -1.18675 1.08767 -2.66666 0.063 0.059 0.118
N -2.19488 -2.44265 -4.08922 0.236 0.056 0.137
N -2.30024 -4.45110 -3.27638 0.090 0.419 -0.127
N 2.88012 -2.11313 0.22520 0.190 -0.128 0.097
N 1.54469 -0.68055 2.51368 0.935 -0.266 0.500
N -0.11000 0.02750 -1.14325 -0.388 -0.316 -1.042
N 0.68578 -1.80374 -2.44899 0.106 0.033 0.083
N 1.74534 3.12269 -1.25322 0.122 -0.104 0.019
N -1.26197 3.43814 0.50957 -0.020 0.076 0.139
N 3.37669 -2.93642 -0.62068 0.041 0.104 0.179
N -0.61561 -1.94742 1.26353 -0.740 -0.599 0.657
N -0.85351 1.12679 -1.43650 -0.175 0.199 0.061
N 1.76371 -1.55140 -0.31681 0.302 -0.930 -0.866
N 2.64871 -2.96505 -1.74962 -0.236 0.029 -0.283
C 2.84615 1.46199 0.97804 1.053 0.326 0.572
C 6.69223 2.75176 2.51784 -0.125 -0.043 -0.023
C -4.95325 0.22516 1.01921 -0.028 -0.035 0.086
C -2.31870 -5.53152 -2.32194 -0.001 -0.129 0.107
C 3.53025 2.55715 0.35737 -0.193 0.090 -0.033
C -2.09255 -4.56680 -4.64072 -0.004 -0.078 0.006
C 4.80632 2.91045 0.87290 -0.249 -0.195 -0.044
C 2.95163 3.33600 -0.65391 -0.114 0.036 -0.091
C 1.10707 -3.10486 2.64394 -0.154 0.152 -0.095
C -2.71562 -0.69963 1.24959 0.332 0.574 0.064
C -4.10456 -0.86228 1.20539 0.003 -0.195 0.018
C -6.43941 0.01258 0.92083 0.067 -0.008 -0.075
C -2.12868 0.58281 1.15694 -1.562 -0.278 0.107
C 4.67201 1.25719 2.58712 0.018 -0.060 0.054
C -0.02134 -0.64146 -2.29642 -0.297 0.476 -0.137
C 0.92558 4.25434 -1.64247 0.033 0.165 0.288
C -4.39377 1.47568 0.89070 0.161 -0.121 0.017
C 3.41936 0.83623 2.09899 -0.163 0.205 -0.510
C -2.35093 -3.12977 -2.93097 -0.299 -0.395 0.079
C -2.53382 3.00088 0.64825 -0.073 0.075 0.064
C -1.05174 4.75470 -0.06960 0.064 0.108 0.078
C 5.36961 2.28553 1.96843 0.081 0.015 0.083
C -2.99079 1.70848 0.92581 0.375 0.021 -0.052
C 2.71578 -0.20023 2.78963 -0.239 -0.021 0.152
C 1.06882 -1.76273 3.37854 -0.021 -0.387 0.163
C -2.02113 -3.32031 -5.14048 0.070 0.057 -0.254
C 0.00052 -3.23580 1.56885 0.182 -0.223 0.068
C 0.39478 5.06173 -0.43084 -0.116 -0.229 -0.180
C -1.89560 -1.86697 1.42650 0.149 0.012 -0.019
C 1.67382 -2.10521 -1.53982 0.196 -0.127 0.309
H 1.04496 4.87502 0.42789 0.025 0.071 0.014
H 5.08198 0.76938 3.46386 0.027 -0.026 -0.016
H 0.45027 6.12870 -0.65496 -0.006 0.006 0.024
H 5.32838 3.72820 0.38975 0.048 0.004 0.020
H -2.81284 -6.39950 -2.75438 0.007 0.016 -0.027
H -2.85789 -5.19584 -1.43917 -0.039 -0.009 -0.037
H 7.18031 3.42499 1.81531 0.065 0.007 0.035
H 1.24912 2.30721 -0.93199 -0.143 -0.028 -0.098
H -0.77204 -3.92582 1.91904 0.005 0.031 -0.066
H 7.35602 1.90976 2.71361 0.033 0.014 0.003
H -5.03716 2.33227 0.72299 -0.016 0.006 0.003
H -2.43379 -2.76830 1.72531 0.048 -0.023 -0.084
H -2.03835 -5.52561 -5.12389 0.025 0.020 -0.033
H -6.78910 -0.67942 1.68731 -0.023 0.026 0.026
H -1.88431 -2.97958 -6.15050 0.019 -0.018 0.001
H -1.66387 4.86077 -0.97413 -0.016 -0.004 0.015
H 2.08623 -3.20920 2.18090 0.019 -0.042 0.055
H 0.42556 -3.64988 0.65154 -0.056 0.052 0.003
H 3.23058 -0.59470 3.66842 -0.035 0.000 0.005
H 1.53146 4.90732 -2.27559 -0.023 -0.047 -0.036
H 0.08872 3.87938 -2.23273 0.063 -0.009 -0.083
H -1.97467 -1.44327 -4.09069 -0.138 -0.169 0.051
H -1.40507 5.49972 0.65168 -0.008 0.020 -0.058
H -0.53973 2.73881 0.46851 0.088 0.016 -0.097
H -3.28549 3.76570 0.48631 -0.013 -0.018 0.016
H -1.30248 -5.79751 -2.02310 -0.020 -0.010 -0.027
H 0.98327 -3.91045 3.36849 0.022 0.033 0.042
H -6.69351 -0.41906 -0.04938 -0.034 0.008 -0.002
H 0.82314 -2.15332 -3.38352 -0.012 0.050 -0.015
H 6.53974 3.28679 3.45700 0.076 0.015 0.007
H -4.51284 -1.86356 1.27928 -0.009 -0.010 -0.008
H 1.69861 -1.83155 4.26996 -0.020 0.087 -0.023
H 0.04982 -1.53960 3.70277 0.059 0.101 0.014
H 3.49407 4.20835 -1.00340 -0.015 0.013 0.020
H -6.97908 0.95270 1.02457 -0.029 -0.007 0.016



Entry 3:
79
Properties=species:S:1:pos:R:3:forces:R:3 method="wB97M-V/def2-TZVPD" orbital_gap_ev="6.28 / 6.28" homo_energy_ev="-9.38 / -9.38" multiplicity=4 relative_energy_kcal_mol=39.7 total_charge=+1 fmax_ha_per_bohr=0.0366
Er -1.15818 1.30995 0.42173 1.306 1.313 -0.328
F -4.77538 0.15995 1.25313 -0.622 -0.115 0.095
F -3.23688 1.89165 1.30243 -0.102 0.334 0.256
F -3.04598 0.29605 -0.28047 -0.104 0.006 -0.189
F -2.55618 -0.15805 1.85343 0.088 -0.047 -0.127
O -2.60888 3.32455 -0.76077 0.492 0.099 0.059
O -0.44548 3.77685 0.80003 -0.404 -0.462 -0.322
N -0.83978 0.88285 -1.99817 0.014 0.104 0.218
N 1.16592 0.45615 0.77103 0.095 -0.126 -0.170
N 1.58992 0.64015 2.04283 0.739 -0.056 0.394
N -0.52278 1.52055 2.67723 0.717 -0.246 -0.279
N 0.77062 -1.64005 -1.40947 -0.596 0.135 -0.254
C 1.11992 -2.77275 -0.60587 -0.138 -0.792 0.511
C -0.83758 2.01235 5.01163 -0.436 0.133 -0.420
C 0.81212 4.17215 1.34623 0.412 -0.148 0.247
C 4.10382 -1.45445 -0.30517 -0.178 0.347 -0.067
C 0.28682 -3.09645 0.47493 0.156 0.197 -0.186
C 2.56142 -4.60355 -0.02207 -0.113 0.129 -0.040
C -1.44498 1.67775 -2.89057 0.164 -0.149 -0.125
C -3.88898 3.11345 -1.34617 -0.332 -0.187 -0.174
C 2.69782 -3.49355 -3.29207 0.210 -0.066 0.138
C 0.49532 1.68055 5.29343 0.254 -0.127 -0.349
C 2.28662 -3.51115 -0.83307 0.075 -0.223 -0.089
C 1.65612 -0.47035 -1.40187 0.275 0.712 -0.101
C 3.28192 -3.18185 -1.91237 -0.068 0.044 -0.130
C -1.27548 1.93575 3.71233 -0.501 0.244 0.760
C 2.04202 -0.18445 0.02013 -1.079 0.607 -0.190
C -2.06878 0.94905 -3.91297 -0.022 0.137 0.049
C -0.42408 -1.56855 -1.96957 0.277 -0.108 -0.432
C -1.86558 -0.38035 -3.62247 0.241 -0.145 0.421
C 3.29212 -0.72495 0.47613 0.636 -0.020 0.461
C 1.29382 1.26505 4.26923 -0.159 0.111 0.274
C 0.62032 -4.17685 1.28293 0.006 -0.104 0.026
C 2.87862 -0.67605 -2.29157 -0.031 -0.120 0.102
C -2.58168 4.54345 -0.03037 0.461 0.118 0.343
C -2.22348 -3.14165 0.60433 0.005 0.358 0.034
C 0.76362 1.14715 2.95533 -0.173 -0.200 -0.532
C 1.73662 -4.94395 1.03243 -0.021 0.069 -0.017
C -1.05538 -0.42055 -2.46047 -0.255 0.222 -0.014
C 3.82082 -1.73995 -1.75017 -0.081 0.048 -0.157
C -1.13088 4.90675 0.26313 -0.508 0.018 -0.459
C -0.94848 -2.32995 0.85123 -0.182 -0.041 0.079
B -3.51958 0.51455 1.07463 -0.674 -0.628 0.382
H 3.53532 -0.53115 1.50903 0.081 -0.088 0.038
H 1.76152 -2.97025 -3.45837 -0.112 0.054 -0.098
H 3.41602 0.27365 -2.31927 -0.059 0.049 -0.028
H 1.98462 -5.78565 1.66003 -0.032 -0.077 0.083
H 3.39542 -3.22735 -4.08187 0.062 0.058 -0.140
H -4.65888 2.99155 -0.57737 0.104 0.001 -0.015
H 0.65762 4.79865 2.22853 -0.040 -0.058 -0.046
H 4.75452 -1.68485 -2.31607 0.022 -0.007 0.014
H -4.15398 3.96615 -1.98207 0.079 -0.118 0.051
H -3.82728 2.20995 -1.95117 -0.052 0.076 0.066
H -2.30468 -3.45495 -0.43217 -0.012 -0.070 -0.165
H -2.18008 -1.23385 -4.19107 -0.096 -0.184 -0.120
H 0.87452 1.75055 6.30273 0.059 -0.008 0.036
H -3.15198 4.43775 0.90213 0.022 -0.047 -0.124
H -2.29958 2.21305 3.48203 0.085 -0.049 -0.031
H -1.39788 2.74995 -2.79667 -0.116 0.041 0.119
H 2.32562 0.98855 4.40953 0.078 -0.045 0.016
H 2.50112 -4.56235 -3.35797 -0.031 -0.031 -0.059
H -0.91558 -2.52145 -2.14177 0.027 -0.058 0.092
H -2.60418 1.36335 -4.74417 -0.077 0.058 -0.190
H -1.01458 -1.37225 0.30473 0.070 -0.371 0.208
H -3.09588 -2.54325 0.85123 -0.142 -0.006 0.025
H -3.02808 5.34755 -0.62957 0.044 -0.094 0.113
H -0.88878 -2.10525 1.92043 0.015 0.185 -0.148
H 1.35622 3.27365 1.62913 -0.017 0.019 0.011
H -0.01208 -4.41075 2.12573 -0.095 -0.013 0.108
H 4.13802 -3.84565 -1.76417 -0.053 0.025 0.041
H 1.09242 0.37405 -1.80837 0.259 -0.411 0.240
H 3.44442 -5.19225 -0.21807 0.135 -0.010 -0.038
H -0.63028 5.22525 -0.66407 -0.020 -0.048 0.223
H -1.51188 2.32695 5.79043 -0.095 0.066 0.017
H 2.56142 -0.90715 -3.30787 -0.029 0.062 -0.026
H 5.00712 -1.87455 0.11053 0.108 -0.056 0.155
H -2.23748 -4.03075 1.22773 0.025 -0.101 0.028
H 1.39712 4.72445 0.60713 -0.084 -0.014 -0.053
H -1.11138 5.73105 0.98673 0.044 -0.108 -0.102